No. 1
DFT (ωB97M-V/def2-TZVPD) results for a cluster of 12 separate species, C28H60N4O36S8 in total at a distorted geometry.

Geometry as XYZ:
```
136
Properties=species:S:1:pos:R:3:forces:R:3
C -7.0775 0.9244 2.4807 1.14 1.34 0.71
C -5.6874 0.3334 2.6205 -0.11 -1.84 -1.95
O -4.9021 1.1748 3.3988 -0.68 1.66 1.53
S -5.3451 2.7413 3.1860 2.66 -0.15 -1.84
O -4.3261 3.2535 2.2137 -3.33 -0.90 2.40
O -5.4474 3.3976 4.4843 -0.60 -1.27 -2.42
O -6.7992 2.3495 2.3894 1.75 1.42 1.33
H -7.5984 0.7608 3.4241 -0.57 -0.13 -0.31
H -7.6239 0.7367 1.5564 0.05 -0.53 0.36
H -5.1615 0.2369 1.6707 -0.28 0.11 -0.39
H -5.7126 -0.6875 3.0018 0.12 0.32 0.56
C 0.3682 0.7063 1.7350 -0.28 -1.38 1.52
C 0.6247 -0.0499 0.4749 0.83 0.19 -0.28
O -0.6279 -0.4364 0.0021 -4.21 -0.34 -0.19
S -1.8888 0.4789 0.5807 1.77 1.66 0.76
O -2.6739 -0.2793 1.5583 0.82 1.05 -2.65
O -2.4673 1.3586 -0.4814 1.37 -2.91 3.07
O -0.8376 1.3884 1.5374 -2.13 1.63 -2.00
H 1.2185 1.2607 2.1322 -0.36 0.71 -0.47
H 0.0331 0.0698 2.5540 0.97 -0.99 0.16
H 1.1669 -0.9769 0.6615 0.42 0.36 -0.24
H 0.9840 0.5586 -0.3550 0.97 0.07 0.40
C -4.7087 3.6083 -2.0574 0.23 -1.34 1.75
C -3.6706 4.7189 -1.8395 -0.51 -0.90 -0.09
O -4.4384 5.8660 -1.5678 -0.89 1.90 0.75
S -5.8891 5.5608 -0.8829 -1.81 -0.65 -1.89
O -6.9066 6.4689 -1.4645 2.99 -2.05 1.71
O -5.8875 5.2359 0.5248 0.50 1.12 -1.72
O -5.9751 4.1367 -1.6760 -0.74 0.60 -0.15
H -4.4662 2.8298 -1.3341 -0.04 -0.14 0.14
H -4.7416 3.0476 -2.9915 -0.26 0.93 -0.44
H -3.1019 4.8174 -2.7642 0.18 0.62 0.33
H -3.0748 4.5113 -0.9506 0.32 -0.14 -0.33
C -3.4640 -3.2665 -1.0961 -2.11 -0.79 -1.54
C -3.3605 -4.2221 -2.3018 -0.37 -0.73 0.67
O -2.0418 -4.8153 -2.2400 0.94 0.99 0.47
S -1.0433 -4.0139 -1.1768 0.04 -0.22 -1.42
O 0.1300 -3.4813 -1.9236 -3.35 -1.48 2.63
O -0.9122 -4.8564 0.0252 -0.03 2.12 -2.46
O -2.1750 -2.8068 -0.9785 3.00 0.05 1.17
H -3.9887 -3.6355 -0.2149 0.73 -0.24 0.26
H -4.0779 -2.4641 -1.5051 0.16 0.44 0.51
H -3.6204 -3.5763 -3.1405 1.11 -0.43 -0.70
H -4.0185 -5.0901 -2.3447 -0.22 0.25 0.38
C 0.9433 5.6884 -2.8769 -0.09 0.34 -1.88
C -0.1096 5.4733 -4.0012 0.99 -0.11 0.19
O -0.0930 4.0693 -4.0817 0.66 -3.09 -0.16
S 1.4176 3.3419 -3.7831 0.82 1.83 -1.29
O 2.1687 3.0129 -4.9882 -2.16 0.47 2.27
O 1.2906 2.3556 -2.7245 -0.38 1.57 -1.34
O 2.0323 4.7913 -3.2773 -1.09 -1.13 0.50
H 0.5122 5.4136 -1.9142 0.36 0.23 0.09
H 1.3707 6.6830 -3.0043 -0.01 -0.08 0.77
H 0.1463 5.8854 -4.9773 0.60 0.17 0.09
H -1.1392 5.7989 -3.8524 0.11 -0.14 0.73
C 4.3497 1.6297 -2.2058 2.71 0.51 2.62
C 4.9611 2.9741 -1.7659 -0.70 -0.03 3.49
O 5.7665 3.5355 -2.7107 0.76 0.15 -4.40
S 5.6308 2.7640 -4.2039 -1.00 -0.74 1.77
O 6.8370 2.0488 -4.5703 -1.70 1.15 0.84
O 4.9921 3.6353 -5.1502 0.71 -0.94 1.01
O 4.4967 1.6553 -3.5673 0.37 0.64 -3.07
H 3.3854 1.5396 -1.7058 -0.55 0.02 -1.29
H 4.9573 0.8550 -1.7382 0.13 -0.49 -0.39
H 5.6500 3.0458 -0.9242 -0.28 -1.39 0.56
H 4.1165 3.5338 -1.3640 -0.19 1.20 -1.05
C -0.8332 2.0337 5.3318 -0.18 -0.34 -0.58
C -0.7523 0.5160 5.6605 -3.15 0.59 1.33
O 0.5138 0.0503 5.4598 3.17 -0.25 -0.78
S 1.5810 1.2860 5.5868 1.03 -0.08 0.83
O 2.7932 1.0239 4.7738 -3.80 0.82 1.64
O 1.7612 1.6160 7.0089 -0.58 -0.51 -3.00
O 0.4819 2.2916 4.8767 2.79 0.54 0.36
H -1.1806 2.6632 6.1510 0.66 -0.15 0.39
H -1.4520 2.3515 4.4926 -0.14 -0.67 -0.17
H -1.4823 -0.0642 5.0960 0.24 -0.06 -0.25
H -0.9784 0.3822 6.7184 -0.25 0.03 0.10
C 3.1162 -3.9297 -3.6330 0.99 -2.00 2.75
C 4.4831 -3.2916 -3.3813 -1.26 -0.13 -1.89
O 4.0391 -2.1717 -2.6807 0.19 2.80 1.37
S 2.6565 -1.4619 -3.2356 1.30 -0.16 0.14
O 2.9310 -0.5527 -4.3467 -0.91 -2.03 2.47
O 1.9089 -1.0298 -2.0447 1.58 -1.02 -2.80
O 2.1649 -2.9127 -3.7856 -1.10 1.40 -1.42
H 2.8655 -4.3588 -2.6630 -0.10 -0.20 0.41
H 3.1147 -4.8460 -4.2233 -0.52 0.91 -1.30
H 4.9418 -3.0215 -4.3325 0.28 0.27 0.02
H 5.1814 -3.8929 -2.7991 -0.33 0.15 0.21
C -1.1257 -2.3479 -5.0494 -1.24 -1.02 0.47
C -0.5190 -1.0276 -5.2561 1.92 2.86 -4.50
O 0.0102 -0.7699 -6.3776 -0.91 -1.07 2.09
N -0.5945 0.0001 -4.3791 -0.33 -0.35 -0.04
C -0.9468 -0.2061 -3.0297 0.00 -0.13 1.24
H -1.8962 -2.5669 -5.7887 0.04 0.64 -0.46
H -1.6938 -2.4280 -4.1226 0.59 -0.34 0.37
H -0.4186 -3.1523 -5.2521 0.23 0.16 0.66
H -0.1020 0.8697 -4.5251 0.13 -0.53 -0.94
H -0.6181 0.6759 -2.4799 -0.01 -0.29 0.24
H -0.4068 -1.0910 -2.6930 -0.38 0.16 0.70
H -2.0217 -0.2997 -2.8750 -0.16 -0.15 0.08
C 4.5343 1.4829 2.2059 -0.20 -2.02 -0.53
C 5.5928 0.9417 1.2146 -0.29 0.57 0.05
O 6.5072 1.6833 0.8862 0.11 -0.29 -0.32
N 5.4629 -0.3459 0.7306 0.82 1.90 0.01
C 6.5165 -0.8954 -0.1339 -0.99 -0.83 0.39
H 5.0243 1.7780 3.1338 -0.14 0.24 -0.23
H 3.8617 0.6477 2.4013 -0.03 -0.09 0.50
H 3.8512 2.2290 1.8002 0.65 0.44 -0.19
H 4.8231 -0.9692 1.2020 -0.12 0.04 -0.24
H 6.4881 -1.9480 0.1481 0.89 -0.16 0.00
H 7.4825 -0.4000 -0.0365 -0.19 -0.14 0.42
H 6.2703 -0.9314 -1.1951 -0.33 0.53 -0.11
C -3.4060 -3.6398 2.4221 -0.43 -0.09 1.10
C -3.4692 -2.9015 3.7797 -0.12 -0.33 -1.97
O -3.8505 -1.7616 3.8670 0.02 1.01 0.44
N -3.1625 -3.6869 4.8112 0.82 -1.86 -0.52
C -3.1004 -3.3089 6.1494 -0.19 1.63 2.23
H -2.7687 -3.2007 1.6545 0.04 0.21 0.43
H -4.4440 -3.6346 2.0897 0.02 -0.10 -0.29
H -3.1089 -4.6645 2.6456 0.06 -0.09 -0.58
H -3.0763 -4.6747 4.6193 0.17 0.27 -0.04
H -2.9335 -2.2365 6.2499 -0.28 0.18 -0.41
H -2.2578 -3.6874 6.7280 -0.03 -0.71 -0.35
H -4.0334 -3.5018 6.6789 0.00 -0.17 0.19
C 2.8063 -2.6575 3.9147 0.26 -0.64 0.91
C 2.9948 -2.7492 2.4348 0.20 2.22 0.87
O 3.3020 -1.7552 1.7706 -0.21 -0.54 -0.12
N 2.7095 -3.9132 1.8941 0.68 -2.04 -0.31
C 2.7254 -4.1266 0.4775 -1.85 0.74 -0.74
H 2.9288 -3.6692 4.3014 -0.45 -0.04 0.39
H 1.8343 -2.2372 4.1726 -0.16 -0.23 -0.17
H 3.5199 -2.0602 4.4823 0.24 0.24 -0.67
H 2.4989 -4.7350 2.4423 0.12 0.50 0.31
H 3.6400 -4.3105 -0.0863 0.33 -0.10 0.67
H 2.2758 -3.2092 0.0973 0.21 0.00 -0.66
H 1.9693 -4.8927 0.3058 0.31 -0.23 -0.38
```
Positions in Å, forces in eV/Å.

## Properties
LUMO energy in eV: -0.27
Gap between HOMO and LUMO in eV: 8.628
SMILES string: O=S1(=O)OCCO1.O=S1(=O)OCCO1.O=S1(=O)OCCO1.O=S1(=O)OCCO1.O=S1(=O)OCCO1.O=S1(=O)OCCO1.O=S1(=O)OCCO1.O=S1(=O)OCCO1.CNC(C)=O.CNC(C)=O.CNC(C)=O.CNC(C)=O

***

No. 2
DFT (ωB97M-V/def2-TZVPD) results for a structure of composition C37H42CrFN5PS.

Geometry as XYZ:
```
88
Properties=species:S:1:pos:R:3:forces:R:3
Cr 0.6601 0.8808 -0.7586 0.82 -0.28 0.28
N -2.4078 0.1233 -0.5559 0.03 -0.07 0.08
P -1.2885 -1.0071 -1.2343 -0.26 0.03 -0.26
C -1.8600 -1.1500 -2.9642 -0.07 -0.07 0.01
C -0.9926 -0.8268 -4.0006 0.03 0.08 0.03
C -1.4074 -0.9128 -5.3246 -0.03 0.00 0.00
C -2.6991 -1.3177 -5.6149 -0.01 0.00 0.01
C -3.5796 -1.6363 -4.5848 0.01 0.01 0.01
C -3.1615 -1.5567 -3.2689 0.00 -0.01 -0.01
C -1.9784 -2.5307 -0.5233 0.09 0.02 0.10
C -2.7377 -2.5343 0.6428 -0.02 0.00 -0.02
C -3.2290 -3.7314 1.1496 0.02 0.01 0.01
C -2.9465 -4.9276 0.5112 0.00 -0.01 0.00
C -2.1743 -4.9307 -0.6445 0.00 0.01 -0.01
C -1.6964 -3.7395 -1.1620 0.01 0.03 0.01
C -2.3011 1.4608 -0.8407 0.05 0.07 -0.04
C -3.4369 2.2815 -0.8677 -0.01 -0.05 -0.01
C -3.3146 3.5755 -1.3041 0.00 0.04 0.00
C -2.0643 4.0541 -1.7021 -0.02 0.00 0.02
C -0.9899 3.2181 -1.5736 0.04 -0.04 0.06
N -1.0819 1.9443 -1.1259 -0.40 0.25 -0.08
H -3.3563 -0.1950 -0.4090 0.00 0.01 -0.02
H 0.0026 -0.4642 -3.7726 0.01 -0.03 -0.02
H -0.7259 -0.6537 -6.1241 0.01 0.00 0.00
H -3.0269 -1.3856 -6.6438 0.00 0.00 0.00
H -4.5886 -1.9532 -4.8130 0.00 0.00 0.00
H -3.8461 -1.8302 -2.4734 0.00 -0.01 0.00
H -2.9284 -1.6132 1.1791 0.01 -0.01 0.01
H -3.8254 -3.7247 2.0527 0.00 0.01 0.00
H -3.3261 -5.8584 0.9109 0.00 0.00 0.00
H -1.9537 -5.8624 -1.1481 0.00 0.00 0.00
H -1.1170 -3.7473 -2.0782 0.01 -0.01 0.00
H -4.3951 1.8687 -0.5827 0.00 0.01 0.00
H -4.1870 4.2138 -1.3506 0.00 0.00 -0.01
H -1.9276 5.0593 -2.0704 -0.01 0.00 0.00
H 0.0081 3.5646 -1.8079 0.00 0.00 0.00
C 1.0731 -2.2774 1.2632 0.00 -0.03 0.01
C 0.1329 -2.0369 2.4457 0.02 0.02 0.00
C 0.8648 -2.4513 3.7327 0.02 -0.01 -0.01
C -0.5570 -0.6827 2.6761 -0.04 -0.07 0.01
C -1.6886 -0.7894 3.4891 0.01 0.00 0.00
C -2.3713 0.3180 3.9448 0.02 0.01 -0.03
C -1.8757 1.5730 3.6392 -0.01 -0.01 -0.02
C -0.7530 1.7461 2.8320 -0.09 0.05 -0.02
C -0.2324 3.1843 2.7680 0.01 -0.05 0.01
C -0.0629 3.8101 1.3926 -0.01 -0.01 -0.03
C 1.0392 3.3797 3.5979 0.01 -0.04 -0.02
C -0.1409 0.6018 2.2684 0.05 -0.04 -0.04
N 0.8826 0.7224 1.2769 0.05 0.15 0.04
C 2.1723 0.5067 1.6954 -0.12 -0.01 -0.07
C 2.6501 0.4710 3.0168 0.02 0.06 0.02
C 3.9873 0.2269 3.2924 -0.01 0.01 -0.01
C 4.9154 -0.0079 2.2847 -0.03 0.00 0.00
C 4.4737 -0.0266 0.9660 0.01 -0.02 0.01
C 3.1482 0.2212 0.7471 0.08 0.03 -0.01
F 2.6474 0.0936 -0.5690 -0.06 0.12 0.03
H 1.1634 -3.3562 1.1169 0.00 0.00 0.00
H 2.0742 -1.8950 1.4594 -0.04 -0.06 0.00
H 0.7154 -1.8451 0.3317 -0.01 -0.02 0.01
H -0.6909 -2.7432 2.3208 -0.04 -0.01 -0.01
H 1.7258 -1.8046 3.9079 -0.02 -0.03 0.01
H 1.2293 -3.4765 3.6401 0.00 0.00 0.00
H 0.2144 -2.3976 4.6052 -0.02 0.00 0.00
H -2.0267 -1.7801 3.7757 0.01 0.00 0.00
H -3.2525 0.2087 4.5635 0.00 0.00 0.01
H -2.3590 2.4491 4.0553 0.00 0.01 0.00
H -1.0129 3.7701 3.2605 0.02 0.01 0.03
H 0.6635 3.2640 0.7893 0.01 0.01 0.00
H 0.2961 4.8363 1.4983 -0.02 0.01 0.00
H -1.0174 3.8442 0.8712 -0.01 -0.02 -0.05
H 1.9142 2.9825 3.0842 0.02 -0.04 -0.01
H 0.9625 2.8943 4.5719 -0.01 0.00 0.00
H 1.2064 4.4456 3.7637 0.01 0.00 0.00
H 1.9491 0.6282 3.8250 0.00 0.02 0.01
H 4.3123 0.2166 4.3248 -0.01 0.01 0.00
H 5.9547 -0.1901 2.5153 0.00 0.00 0.00
H 5.1351 -0.2501 0.1393 -0.01 0.00 -0.01
C 5.3554 0.9279 -4.1227 0.00 0.00 -0.01
N 4.1023 1.5286 -3.6982 -0.04 0.00 0.01
C 3.0206 0.8540 -3.3303 0.01 -0.02 0.00
N 3.0716 -0.4787 -3.3295 -0.02 0.02 0.00
S 1.5866 1.7166 -2.9500 -0.11 -0.03 -0.02
H 6.0843 1.7189 -4.2680 0.00 0.00 -0.01
H 5.2387 0.3862 -5.0630 -0.01 -0.01 0.01
H 5.7433 0.2542 -3.3563 0.01 0.01 0.01
H 4.0102 2.5314 -3.6945 0.01 -0.01 0.02
H 3.9257 -0.9820 -3.5017 0.00 0.00 0.00
H 2.2802 -0.9962 -2.9877 0.00 0.02 -0.02
```
Positions in Å, forces in eV/Å.

## Properties
LUMO energy (alpha / beta) in eV: -2.19 / -2.35
Gap between HOMO and LUMO (alpha / beta) in eV: 7.091 / 7.185
Multiplicity: 5
Net charge: +1

***

No. 3
DFT (ωB97M-V/def2-TZVPD) results for a structure of composition C2H3N4S at a distorted geometry.

Geometry as XYZ:
```
10
Properties=species:S:1:pos:R:3:forces:R:3
C -1.3924 -0.6842 0.0566 0.72 -1.26 0.53
C 0.6476 -0.2639 -0.1858 -0.99 1.01 0.12
N -0.4630 0.2678 0.4421 -1.97 -1.17 0.18
N -0.8494 -1.6599 -0.6355 -1.39 -0.35 -0.81
N 0.4475 -1.3899 -0.9050 0.85 2.46 2.08
N 1.7405 0.5902 -0.1385 1.29 -1.08 -0.66
S -1.1347 1.9176 1.8974 1.16 -1.98 -1.93
H -2.3816 -0.9517 0.3873 -0.26 1.13 0.45
H 1.3791 1.4555 0.1742 -0.17 1.09 0.59
H 2.0065 0.7185 -1.0929 0.75 0.16 -0.56
```
Positions in Å, forces in eV/Å.

## Properties
LUMO energy in eV: 2.98
Gap between HOMO and LUMO in eV: 7.295
Net charge: -1

***

No. 4
DFT (ωB97M-V/def2-TZVPD) results for a structure of composition C4H8N2O at a distorted geometry.

Geometry as XYZ:
```
15
Properties=species:S:1:pos:R:3:forces:R:3
C 1.8332 0.0416 0.4546 -0.23 0.24 -0.15
C 0.8412 -0.3432 -0.6246 -0.93 1.26 0.01
O 0.1948 -1.5996 -0.2719 -0.27 0.10 -0.38
C -0.9945 -0.9514 -0.0611 -0.85 -0.10 0.28
N -2.0425 -1.3046 0.5253 0.21 -0.17 0.07
C -0.5961 0.3609 -0.6579 0.28 -0.15 0.26
N -0.8233 1.5631 0.0712 -0.07 0.14 0.28
H 1.2359 0.5207 1.2364 0.32 0.10 0.13
H 2.5907 0.7446 0.0987 -0.21 0.01 0.03
H 2.3585 -0.8134 0.9092 -0.35 0.11 -0.47
H 1.0194 -0.1638 -1.6602 1.79 -1.23 -0.80
H -1.9417 -2.2470 0.8929 -0.13 -0.18 0.04
H -1.0027 0.4293 -1.6914 0.59 -0.06 0.51
H -1.2821 2.2982 -0.4514 0.01 -0.27 0.11
H -1.3243 1.3696 0.9250 -0.16 0.20 0.08
```
Positions in Å, forces in eV/Å.

## Properties
LUMO energy in eV: 0.92
Gap between HOMO and LUMO in eV: 10.375